{"formula": "C15H16FN3O3", "method": "wB97M-V/def2-TZVPD", "elements": ["C", "C", "O", "C", "N", "C", "C", "C", "C", "C", "C", "N", "C", "O", "N", "C", "O", "F", "C", "C", "C", "C", "H", "H", "H", "H", "H", "H", "H", "H", "H", "H", "H", "H", "H", "H", "H", "H"], "xyz": [[4.83, -2.40, -0.09], [4.70, -1.09, 0.65], [5.06, 0.06, -0.13], [4.30, 0.35, -1.22], [2.83, 0.46, -0.88], [2.44, 1.46, -0.08], [1.12, 1.60, 0.28], [0.19, 0.68, -0.20], [-1.25, 0.76, 0.17], [-2.07, 1.78, -0.29], [-3.40, 1.79, 0.05], [-3.89, 0.83, 0.84], [-5.34, 0.87, 1.21], [-5.68, 1.48, 2.16], [-6.14, 0.23, 0.29], [-5.65, -0.95, -0.35], [-4.76, -0.98, -1.12], [-6.32, -2.01, 0.08], [-3.13, -0.17, 1.33], [-1.80, -0.23, 1.00], [0.62, -0.34, -1.05], [1.96, -0.42, -1.37], [5.83, -2.54, -0.48], [4.09, -2.54, -0.88], [4.67, -3.20, 0.63], [3.71, -0.97, 1.10], [5.40, -1.08, 1.48], [4.38, -0.36, -2.05], [4.60, 1.33, -1.58], [3.20, 2.14, 0.27], [0.82, 2.40, 0.93], [-1.68, 2.56, -0.93], [-4.06, 2.56, -0.29], [-7.08, 0.10, 0.66], [-3.60, -0.90, 1.97], [-1.19, -1.03, 1.39], [-0.06, -1.07, -1.46], [2.33, -1.20, -2.01]], "largest_force_ev_per_a": 1.11, "orbital_gap_ha": 0.322, "total_charge": 2, "homo_energy_ev": -16.574}